Formula: C57H52Ge2N5O2PPbSSe2
Source: the Open Molecules 2025 dataset
Level of theory: wB97M-V/def2-TZVPD

**Orbital gap (alpha / beta)**: 6.265 / 5.813 eV
**Total charge**: +1
**Multiplicity**: 2

Positions of all 123 atoms, in Å:
Pb 0.350 0.530 -1.136
O -3.197 2.618 -3.136
C -2.115 2.291 -2.673
N -1.520 1.055 -2.701
C -2.072 0.009 -3.355
C -3.397 -0.037 -3.871
C -3.855 -1.131 -4.547
C -3.027 -2.258 -4.762
C -1.751 -2.268 -4.296
C -1.217 -1.163 -3.564
N 0.004 -1.161 -3.013
C 0.990 -2.020 -3.457
O 0.979 -2.612 -4.519
C 2.211 -2.143 -2.576
C 3.289 -2.869 -3.062
C 4.402 -3.025 -2.253
C 4.399 -2.449 -0.994
C 3.285 -1.724 -0.601
N 2.210 -1.574 -1.372
C -1.276 3.385 -2.045
C -1.492 4.695 -2.458
C -0.707 5.699 -1.917
C 0.232 5.370 -0.951
C 0.355 4.044 -0.578
N -0.367 3.070 -1.128
H -4.034 0.817 -3.727
H -4.866 -1.130 -4.930
H -3.412 -3.111 -5.304
H -1.113 -3.117 -4.470
H 3.227 -3.298 -4.051
H 5.259 -3.583 -2.603
H 5.251 -2.528 -0.332
H 3.258 -1.219 0.358
H -2.253 4.891 -3.199
H -0.827 6.723 -2.245
H 0.871 6.115 -0.500
H 1.076 3.733 0.170
Se 2.646 1.687 -2.381
P 3.467 2.052 -0.380
Se 2.297 1.397 1.323
C 3.772 3.844 -0.238
C 4.209 4.550 -1.356
C 4.482 5.904 -1.260
C 4.318 6.563 -0.048
C 3.889 5.862 1.067
C 3.617 4.504 0.975
C 5.131 1.319 -0.296
C 5.781 0.840 -1.425
C 7.072 0.340 -1.321
C 7.712 0.313 -0.093
C 7.062 0.792 1.039
C 5.777 1.295 0.939
H 4.321 4.045 -2.307
H 4.818 6.446 -2.133
H 4.528 7.621 0.024
H 3.767 6.370 2.014
H 3.274 3.956 1.843
H 5.277 0.849 -2.382
H 7.575 -0.030 -2.204
H 8.718 -0.076 -0.013
H 7.560 0.777 1.998
H 5.268 1.661 1.822
C -0.585 -3.974 4.069
Ge 0.344 -2.542 3.103
C 2.252 -2.986 2.984
C 0.254 -0.836 4.035
Ge -0.924 -2.534 0.959
C -2.857 -2.750 0.733
C -3.465 -2.171 -0.387
C -4.825 -2.311 -0.611
C -5.600 -3.050 0.273
C -5.006 -3.651 1.370
C -3.643 -3.500 1.600
C -0.227 -3.704 -0.429
C 0.998 -4.330 -0.198
C 1.432 -5.371 -1.002
C 0.654 -5.781 -2.072
C -0.562 -5.163 -2.322
C -1.005 -4.137 -1.506
H -0.089 -4.115 5.030
H -0.526 -4.912 3.517
H -1.631 -3.742 4.263
H 2.453 -3.719 3.765
H 2.827 -2.085 3.196
H 2.605 -3.387 2.044
H 1.119 -0.792 4.698
H -0.648 -0.736 4.635
H 0.337 -0.003 3.343
H -2.879 -1.602 -1.106
H -5.271 -1.853 -1.485
H -6.661 -3.166 0.100
H -5.602 -4.242 2.053
H -3.204 -3.991 2.462
H 1.626 -4.003 0.613
H 2.381 -5.849 -0.801
H 0.995 -6.582 -2.714
H -1.171 -5.486 -3.156
H -1.968 -3.692 -1.710
N -1.584 -0.263 1.108
S -1.725 0.919 2.178
C -2.995 0.477 3.370
C -3.627 1.463 4.113
C -4.548 1.090 5.077
C -4.837 -0.252 5.291
C -4.200 -1.228 4.540
C -3.269 -0.863 3.578
C -2.588 2.258 1.390
C -3.675 2.013 0.560
C -4.334 3.085 -0.014
C -3.917 4.383 0.262
C -2.838 4.614 1.099
C -2.155 3.544 1.663
H -2.480 -0.404 0.648
H -3.418 2.511 3.939
H -5.049 1.851 5.658
H -5.564 -0.535 6.039
H -4.430 -2.272 4.697
H -2.773 -1.611 2.975
H -4.016 1.004 0.359
H -5.164 2.912 -0.683
H -4.433 5.217 -0.193
H -2.510 5.624 1.299
H -1.291 3.707 2.294

Atomic forces in eV per Å
Pb 0.2 -0.2 -0.1
O 0.0 0.0 0.0
C 0.0 0.1 0.0
N 0.1 0.2 0.0
C 0.0 -0.1 0.0
C 0.0 0.0 0.1
C 0.0 0.0 0.0
C 0.0 0.0 0.0
C -0.1 -0.1 0.0
C -0.1 -0.1 0.0
N 0.1 0.3 -0.1
C 0.0 0.1 0.0
O 0.1 -0.1 -0.1
C -0.1 -0.1 0.1
C 0.0 0.0 0.0
C 0.0 0.0 0.0
C 0.0 0.1 0.0
C 0.0 0.0 0.0
N -0.1 0.0 0.0
C -0.1 0.1 0.0
C 0.0 0.0 0.0
C -0.1 0.0 0.0
C 0.0 0.0 0.0
C 0.1 0.0 0.0
N -0.1 -0.1 -0.1
H 0.0 0.0 0.0
H 0.0 0.0 0.0
H 0.0 0.0 0.0
H 0.0 0.0 0.0
H 0.0 0.0 0.0
H 0.0 0.0 0.0
H 0.0 0.0 0.0
H 0.0 0.0 0.0
H 0.0 0.0 0.0
H 0.0 0.0 0.0
H 0.0 0.0 0.0
H -0.1 0.0 0.0
Se -0.1 0.0 0.1
P 0.0 0.0 0.0
Se 0.0 0.0 -0.1
C 0.0 0.0 0.0
C 0.0 0.0 0.0
C 0.0 0.0 0.0
C 0.0 0.0 0.0
C 0.0 0.0 0.0
C 0.0 0.0 0.0
C 0.0 0.0 0.0
C 0.0 0.0 0.0
C 0.0 0.0 0.0
C 0.0 0.0 0.0
C 0.0 0.0 0.0
C 0.0 0.0 0.0
H 0.0 0.0 0.0
H 0.0 0.0 0.0
H 0.0 0.0 0.0
H 0.0 0.0 0.0
H 0.0 0.0 0.0
H 0.0 0.0 0.0
H 0.0 0.0 0.0
H 0.0 0.0 0.0
H 0.0 0.0 0.0
H 0.0 0.0 0.0
C 0.1 0.0 0.1
Ge -0.1 -0.2 -0.1
C 0.0 0.1 0.0
C 0.0 0.0 0.1
Ge -0.4 0.4 0.7
C 0.0 -0.2 0.0
C 0.0 0.0 0.0
C 0.0 0.0 0.0
C 0.0 0.0 0.0
C 0.0 0.0 0.0
C 0.0 -0.1 0.0
C 0.2 0.4 -0.3
C 0.0 0.1 0.0
C 0.0 0.0 0.0
C 0.0 0.0 0.0
C 0.0 0.0 0.0
C -0.1 0.0 0.0
H 0.0 0.0 0.0
H 0.0 0.0 0.0
H 0.0 0.1 0.0
H 0.0 0.0 0.0
H 0.0 0.1 0.0
H 0.0 0.0 -0.1
H 0.0 0.0 0.0
H 0.0 0.0 0.0
H 0.1 0.0 0.0
H 0.0 0.0 0.0
H 0.0 0.0 0.0
H 0.0 0.0 0.0
H 0.0 0.0 0.0
H 0.0 0.0 0.0
H 0.0 0.0 0.0
H 0.0 0.0 0.0
H 0.0 0.0 0.0
H 0.0 0.0 0.0
H 0.0 0.0 0.0
N 0.0 -0.7 -0.5
S 0.1 0.3 0.1
C 0.0 -0.1 0.0
C 0.0 0.1 0.1
C 0.0 0.0 0.0
C 0.0 0.0 0.0
C 0.0 0.0 0.0
C 0.1 0.0 0.0
C 0.0 -0.1 -0.2
C 0.0 0.0 0.0
C 0.0 0.0 0.0
C 0.0 0.0 0.0
C 0.0 0.0 0.0
C 0.1 0.0 0.0
H -0.1 0.1 0.0
H 0.0 0.0 0.0
H 0.0 0.0 0.0
H 0.0 0.0 0.0
H 0.0 0.0 0.0
H 0.0 0.1 0.1
H 0.0 0.0 0.0
H 0.0 0.0 0.0
H 0.0 0.0 0.0
H 0.0 0.0 0.0
H 0.0 0.0 0.0


Formula: C56H52AsBN6PPt
Source: the Open Molecules 2025 dataset
Level of theory: wB97M-V/def2-TZVPD

**Orbital gap**: 7.293 eV
**Total charge**: +1

Positions of all 118 atoms, in Å:
Pt -0.037 1.812 -0.334
C -2.090 1.504 4.635
C -2.275 1.540 3.155
C -3.383 1.199 2.406
C -3.021 1.415 1.070
N -1.778 1.878 1.030
N -1.312 1.953 2.306
B 0.035 2.678 2.598
N 1.304 1.823 2.283
N 1.666 1.610 0.991
C 2.869 1.043 0.984
C 3.295 0.869 2.307
C 2.281 1.380 3.097
C 2.208 1.493 4.583
C 3.605 0.754 -0.258
C 3.383 1.492 -1.418
C 4.041 1.167 -2.594
C 4.939 0.106 -2.621
C 5.184 -0.617 -1.461
C 4.524 -0.292 -0.286
N 0.096 3.910 1.666
N 0.081 3.722 0.335
C 0.106 4.907 -0.269
C 0.154 5.899 0.719
C 0.138 5.230 1.929
C 0.161 5.782 3.315
C 0.081 5.048 -1.735
C 0.489 6.244 -2.317
C 0.456 6.409 -3.694
C 0.009 5.381 -4.513
C -0.405 4.183 -3.945
C -0.367 4.027 -2.570
C -3.864 1.281 -0.136
C -5.115 0.679 -0.036
C -5.922 0.532 -1.154
C -5.490 0.986 -2.393
C -4.251 1.605 -2.500
C -3.452 1.757 -1.377
H -3.044 1.295 5.116
H -1.711 2.450 5.018
H -1.386 0.721 4.925
H -4.327 0.851 2.790
H 0.067 3.026 3.741
H 4.235 0.469 2.648
H 3.141 1.144 5.019
H 1.392 0.892 4.989
H 2.044 2.523 4.898
H 2.703 2.337 -1.400
H 3.859 1.746 -3.490
H 5.456 -0.146 -3.537
H 5.880 -1.445 -1.473
H 4.693 -0.885 0.605
H 0.177 6.965 0.577
H 0.192 6.868 3.269
H 1.034 5.436 3.868
H -0.727 5.487 3.875
H 0.851 7.050 -1.692
H 0.781 7.344 -4.128
H -0.027 5.515 -5.586
H -0.775 3.379 -4.569
H -0.756 3.096 -2.144
H -5.456 0.301 0.918
H -6.891 0.059 -1.058
H -6.121 0.873 -3.265
H -3.911 1.982 -3.456
H -2.501 2.269 -1.469
C 1.204 -1.399 -0.568
C 1.020 -2.892 -0.801
As 2.429 -3.954 0.108
C 1.705 -5.695 -0.374
C 0.345 -6.007 -0.333
C -0.099 -7.263 -0.719
C 0.810 -8.223 -1.149
C 2.162 -7.923 -1.192
C 2.606 -6.663 -0.805
C 1.715 -3.724 1.919
C 0.937 -4.672 2.580
C 0.488 -4.438 3.875
C 0.818 -3.262 4.533
C 1.623 -2.326 3.897
C 2.079 -2.566 2.609
P -0.218 -0.360 -1.019
C -0.331 -0.495 -2.815
C -0.789 -1.645 -3.458
C -0.735 -1.735 -4.841
C -0.213 -0.690 -5.592
C 0.264 0.449 -4.959
C 0.205 0.545 -3.576
C -1.585 -1.242 -0.225
C -1.394 -1.592 1.115
C -2.352 -2.331 1.787
C -3.509 -2.728 1.126
C -3.712 -2.367 -0.197
C -2.758 -1.614 -0.871
H 2.062 -1.020 -1.120
H 1.373 -1.180 0.485
H 1.070 -3.144 -1.862
H 0.060 -3.237 -0.417
H -0.378 -5.277 0.013
H -1.156 -7.495 -0.680
H 0.462 -9.203 -1.448
H 2.874 -8.667 -1.524
H 3.665 -6.433 -0.842
H 0.664 -5.594 2.084
H -0.121 -5.183 4.372
H 0.474 -3.088 5.545
H 1.919 -1.419 4.412
H 2.749 -1.846 2.155
H -1.182 -2.477 -2.887
H -1.096 -2.629 -5.332
H -0.169 -0.770 -6.670
H 0.688 1.259 -5.538
H 0.603 1.425 -3.086
H -0.487 -1.303 1.637
H -2.188 -2.606 2.821
H -4.254 -3.316 1.647
H -4.619 -2.661 -0.709
H -2.944 -1.315 -1.896

Atomic forces in eV per Å
Pt 0.0 -0.2 0.9
C 0.0 0.0 0.0
C 0.0 0.1 0.1
C 0.0 -0.1 0.0
C -0.3 0.2 -0.1
N 0.0 -0.3 -0.5
N 0.2 0.0 -0.1
B 0.0 0.0 0.1
N -0.3 -0.1 -0.1
N 0.2 -0.3 -0.5
C 0.2 0.2 0.0
C 0.0 0.0 0.0
C 0.0 0.1 0.1
C 0.0 0.0 0.0
C -0.1 0.0 0.1
C -0.1 0.1 0.0
C 0.0 -0.1 0.0
C 0.0 0.1 0.0
C 0.0 0.0 0.0
C 0.0 -0.1 0.0
N 0.0 0.1 0.2
N 0.0 0.4 -0.2
C 0.0 0.0 -0.1
C 0.0 0.0 0.0
C 0.0 0.0 0.0
C 0.0 0.0 -0.1
C 0.0 0.0 0.1
C 0.1 0.1 -0.1
C 0.0 0.0 0.0
C 0.0 0.0 0.0
C 0.0 0.1 0.0
C -0.1 -0.2 0.1
C 0.1 0.0 0.1
C 0.0 0.0 -0.1
C 0.1 0.0 0.0
C 0.0 0.0 0.0
C 0.0 0.0 0.0
C 0.0 0.0 0.0
H 0.0 0.0 0.0
H 0.0 0.0 0.0
H 0.0 0.0 0.0
H 0.0 0.0 0.0
H 0.0 -0.1 -0.1
H 0.0 0.0 0.0
H 0.0 0.0 0.0
H 0.0 0.0 0.0
H 0.0 0.0 0.0
H 0.0 0.0 0.0
H 0.0 0.0 0.0
H 0.0 0.0 0.0
H 0.0 0.0 0.0
H 0.0 0.0 0.0
H 0.0 0.0 0.0
H 0.0 0.0 0.0
H 0.0 0.0 0.0
H 0.0 0.0 0.0
H 0.0 0.0 0.0
H 0.0 0.0 0.0
H 0.0 0.0 0.0
H 0.0 0.0 0.0
H 0.1 0.1 0.0
H 0.0 0.0 0.0
H 0.0 0.0 0.0
H 0.0 0.0 0.0
H 0.0 0.0 0.0
H -0.1 0.0 0.0
C 0.0 -0.1 -0.1
C -0.1 0.0 0.0
As 0.0 0.1 0.0
C 0.0 0.0 0.1
C 0.0 -0.1 -0.1
C 0.0 0.0 0.0
C 0.0 0.0 0.0
C 0.0 0.0 0.0
C 0.0 0.0 0.0
C 0.1 -0.1 0.1
C -0.1 0.1 0.0
C 0.0 0.0 -0.1
C 0.0 0.0 0.0
C 0.0 0.0 0.0
C 0.0 -0.1 0.0
P -0.1 0.0 0.1
C 0.0 0.0 -0.1
C 0.0 0.0 0.0
C 0.0 0.0 0.0
C 0.0 0.0 0.0
C 0.0 0.0 0.0
C 0.0 0.0 0.0
C 0.0 0.0 0.0
C 0.0 0.0 0.0
C 0.0 0.0 0.0
C 0.0 0.0 0.0
C 0.0 0.0 0.0
C 0.0 0.0 0.0
H 0.0 0.0 0.0
H 0.1 0.0 0.2
H 0.0 0.1 0.0
H 0.0 0.0 0.0
H 0.0 0.0 0.0
H 0.0 0.0 0.0
H 0.0 0.0 0.0
H 0.0 0.0 0.0
H 0.0 0.0 0.0
H 0.1 0.0 0.1
H 0.0 0.0 0.0
H 0.0 0.0 0.0
H 0.0 0.0 0.0
H 0.0 0.1 -0.1
H 0.0 0.0 0.0
H 0.0 0.0 0.0
H 0.0 0.0 0.0
H 0.0 0.0 0.0
H 0.0 0.0 0.0
H 0.0 0.0 0.0
H 0.0 0.0 0.0
H 0.0 0.0 0.0
H 0.0 0.0 0.0
H 0.0 0.0 0.0


Formula: C5H10O2
Source: the Open Molecules 2025 dataset
Level of theory: wB97M-V/def2-TZVPD

**Orbital gap**: 11.117 eV
**SMILES**: CC(=O)CO.C=C

Positions of all 17 atoms, in Å:
C -0.415 -1.555 -0.745
C 0.687 -0.529 -0.751
O 0.835 0.287 -1.641
C 1.656 -0.521 0.416
O 2.703 0.372 0.201
H -0.074 -2.425 -1.317
H -0.661 -1.882 0.270
H -1.305 -1.145 -1.226
H 1.072 -0.257 1.316
H 2.035 -1.542 0.574
H 2.469 0.838 -0.621
C -1.859 0.973 0.959
C -1.148 1.821 0.221
H -1.517 0.637 1.935
H -2.807 0.571 0.613
H -0.191 2.213 0.557
H -1.480 2.144 -0.762

Atomic forces in eV per Å
C 0.0 0.0 0.0
C 0.0 0.3 -0.2
O 0.0 -0.5 0.3
C -0.2 -0.2 0.0
O 0.0 0.1 0.0
H 0.0 0.1 0.1
H 0.1 0.1 -0.2
H 0.2 -0.1 0.0
H 0.1 0.0 -0.1
H 0.0 0.1 0.0
H 0.1 0.0 0.0
C 0.2 0.2 -0.2
C -0.2 -0.2 0.2
H 0.0 0.1 -0.1
H 0.1 0.1 0.0
H -0.1 0.0 0.0
H 0.0 -0.1 0.1


Formula: C37H52HfN2O3S
Source: the Open Molecules 2025 dataset
Level of theory: wB97M-V/def2-TZVPD

**Orbital gap**: 7.490 eV
**Total charge**: +2

Positions of all 96 atoms, in Å:
Hf -0.512 -0.060 0.284
C -0.157 -0.172 -5.601
C 0.485 -0.421 -4.235
C 1.731 -1.304 -4.366
C 0.841 0.879 -3.527
C 1.854 1.660 -4.071
C 2.347 2.768 -3.409
C 1.870 3.086 -2.152
C 0.848 2.351 -1.561
C 0.428 2.792 -0.164
C 1.624 2.935 0.780
C -0.414 4.066 -0.207
C 0.291 1.294 -2.300
N -0.801 0.542 -1.730
C -1.815 0.188 -2.470
C -2.867 -0.721 -2.133
C -3.904 -0.832 -3.087
C -4.957 -1.691 -2.907
C -4.991 -2.483 -1.757
C -3.988 -2.416 -0.811
C -2.910 -1.543 -0.973
N -1.898 -1.463 -0.034
C -1.656 -2.491 0.952
C -1.816 -2.180 2.315
C -1.538 -3.169 3.253
C -1.118 -4.425 2.852
C -0.934 -4.703 1.507
C -1.178 -3.746 0.531
C -0.904 -4.079 -0.923
C 0.589 -4.354 -1.137
C -1.752 -5.264 -1.392
C -2.366 -0.841 2.781
C -1.966 -0.470 4.208
C -3.886 -0.802 2.619
H -0.418 -1.118 -6.076
H 0.532 0.352 -6.264
H -1.062 0.437 -5.532
H -0.220 -0.989 -3.626
H 2.463 -0.866 -5.044
H 1.453 -2.279 -4.769
H 2.212 -1.453 -3.398
H 2.283 1.376 -5.023
H 3.131 3.364 -3.856
H 2.301 3.927 -1.625
H -0.276 2.075 0.335
H 2.200 3.826 0.533
H 2.301 2.083 0.704
H 1.289 3.046 1.812
H 0.181 4.871 -0.639
H -0.717 4.370 0.795
H -1.299 3.934 -0.830
H -1.879 0.636 -3.460
H -3.852 -0.220 -3.981
H -5.742 -1.762 -3.646
H -5.815 -3.167 -1.602
H -4.024 -3.047 0.068
H -1.667 -2.971 4.308
H -0.925 -5.190 3.593
H -0.584 -5.684 1.211
H -1.171 -3.218 -1.538
H 0.919 -5.212 -0.550
H 1.197 -3.492 -0.861
H 0.781 -4.581 -2.186
H -1.479 -6.180 -0.865
H -1.593 -5.439 -2.456
H -2.816 -5.087 -1.231
H -1.975 -0.009 2.139
H -2.535 -1.055 4.931
H -2.189 0.578 4.408
H -0.910 -0.656 4.422
H -4.321 -1.618 3.199
H -4.182 -0.922 1.578
H -4.299 0.136 2.992
C 3.104 -0.063 2.835
C 2.052 -0.801 2.048
C 1.828 -2.224 2.513
O 0.743 -0.049 2.139
C 2.314 -0.756 0.537
O 3.374 -0.528 0.051
O 1.174 -0.976 -0.153
H 2.921 -0.158 3.907
H 3.144 0.990 2.562
H 4.075 -0.502 2.614
H 1.518 -2.235 3.560
H 2.768 -2.772 2.441
H 1.078 -2.734 1.908
H 0.482 0.033 3.068
C -3.241 2.784 1.900
S -2.934 1.700 0.496
C -3.917 2.461 -0.806
H -2.970 3.809 1.660
H -2.632 2.438 2.734
H -4.291 2.730 2.180
H -4.966 2.404 -0.522
H -3.766 1.892 -1.718
H -3.620 3.497 -0.962

Atomic forces in eV per Å
Hf -0.3 -0.3 0.7
C 0.0 0.0 0.0
C 0.0 0.0 0.0
C 0.0 0.0 0.0
C 0.0 0.0 0.0
C 0.0 0.0 0.0
C 0.0 0.0 0.0
C 0.0 0.0 0.0
C 0.0 0.0 -0.1
C 0.0 -0.1 0.0
C 0.0 0.0 0.0
C 0.0 0.0 0.0
C 0.0 -0.1 -0.1
N 0.0 0.0 -0.1
C 0.0 0.1 0.0
C -0.1 0.0 0.0
C 0.0 0.0 0.0
C 0.0 0.0 0.0
C 0.0 0.0 0.0
C 0.0 -0.1 0.0
C -0.1 0.0 0.0
N 0.0 0.1 -0.2
C 0.0 0.0 -0.2
C 0.0 0.0 0.0
C 0.0 0.0 0.0
C 0.0 0.0 0.0
C 0.0 0.0 0.0
C 0.0 0.0 0.0
C 0.0 0.0 0.0
C 0.0 0.0 0.0
C 0.0 0.0 0.0
C 0.0 0.0 0.0
C 0.0 0.0 0.0
C 0.0 0.0 0.0
H 0.0 0.0 0.0
H 0.0 0.0 0.0
H 0.0 0.0 0.0
H 0.0 0.0 0.0
H 0.0 0.0 0.0
H 0.0 0.0 0.0
H 0.0 0.0 0.0
H 0.0 0.0 0.0
H 0.0 0.0 0.0
H 0.0 0.0 0.0
H 0.0 0.1 -0.2
H 0.0 0.0 0.0
H 0.0 0.0 0.0
H 0.0 0.0 0.0
H 0.0 0.0 0.0
H 0.0 0.0 0.0
H 0.0 0.0 0.0
H 0.0 0.0 0.0
H 0.0 0.0 0.0
H 0.0 0.0 0.0
H 0.0 0.0 0.0
H 0.0 0.0 0.0
H 0.0 0.0 0.0
H 0.0 0.0 0.0
H 0.0 0.0 0.0
H 0.0 0.0 0.0
H 0.0 0.0 0.0
H 0.0 0.0 0.0
H 0.0 0.0 0.0
H 0.0 0.0 0.0
H 0.0 0.0 0.0
H 0.0 0.0 0.0
H 0.0 -0.1 0.0
H 0.0 0.0 0.0
H 0.0 0.0 0.0
H 0.0 0.0 0.0
H 0.0 0.0 0.0
H 0.0 0.0 0.0
H 0.0 0.0 0.0
C 0.0 0.0 0.0
C 0.0 0.1 0.0
C 0.0 0.0 0.0
O 0.0 0.0 0.1
C 0.0 0.1 0.1
O 0.0 -0.2 -0.1
O 0.2 0.2 -0.1
H 0.0 0.0 0.0
H 0.0 0.0 0.0
H 0.0 0.0 0.0
H 0.0 0.0 0.0
H 0.0 0.0 0.0
H 0.0 0.0 0.0
H 0.0 0.0 0.0
C 0.0 0.1 0.0
S -0.1 -0.3 0.2
C 0.1 0.2 0.0
H 0.0 0.0 0.0
H 0.0 0.0 0.0
H 0.0 0.0 0.0
H 0.0 0.0 0.0
H 0.0 0.0 0.0
H 0.0 0.0 0.0